[1]
# C22H28N5O2

The ion C22H28N5O2 with charge +1 (wB97M-V/def2-TZVPD, the OMol25 dataset).

Cartesian coordinates (Å):
C (-5.04, -2.08, 2.21)
H (-4.26, -1.95, 2.96)
H (-6.01, -2.09, 2.70)
H (-4.89, -3.02, 1.67)
O (-5.09, -0.98, 1.32)
C (-4.03, -0.70, 0.56)
C (-2.84, -1.40, 0.55)
C (-1.80, -1.01, -0.30)
N (-0.60, -1.69, -0.29)
C (0.44, -1.30, -1.07)
N (0.31, -0.29, -1.93)
C (-0.82, 0.40, -1.99)
N (-0.84, 1.40, -2.87)
H (-1.64, 1.99, -3.00)
H (-0.01, 1.57, -3.42)
C (-1.95, 0.09, -1.15)
C (-3.16, 0.80, -1.14)
C (-4.19, 0.43, -0.31)
O (-5.39, 1.03, -0.22)
C (-5.67, 2.15, -1.03)
H (-4.98, 2.98, -0.82)
H (-5.62, 1.89, -2.09)
H (-6.68, 2.45, -0.78)
H (-3.29, 1.65, -1.79)
N (1.61, -1.94, -1.02)
C (2.02, -2.86, 0.01)
H (1.18, -3.33, 0.51)
C (2.93, -2.12, 1.04)
N (3.53, -0.94, 0.46)
H (-0.52, -2.48, 0.33)
C (2.95, 0.33, 0.70)
C (1.63, 0.49, 1.09)
C (1.05, 1.74, 1.27)
C (1.84, 2.86, 1.06)
C (3.18, 2.72, 0.74)
C (3.76, 1.47, 0.57)
C (5.24, 1.39, 0.32)
H (5.63, 0.43, 0.64)
H (5.47, 1.53, -0.74)
H (5.74, 2.18, 0.87)
H (3.79, 3.60, 0.64)
H (1.42, 3.84, 1.19)
C (-0.38, 1.88, 1.68)
H (-0.45, 2.35, 2.66)
H (-0.92, 2.51, 0.97)
H (-0.88, 0.91, 1.73)
H (1.01, -0.38, 1.27)
C (3.95, -1.22, -0.89)
H (4.54, -0.39, -1.29)
H (4.60, -2.10, -0.86)
C (2.73, -1.46, -1.81)
H (2.42, -0.54, -2.29)
H (2.97, -2.20, -2.58)
H (2.38, -1.84, 1.94)
H (3.74, -2.80, 1.34)
H (2.59, -3.66, -0.48)
H (-2.69, -2.25, 1.19)

- LUMO level (eV) = -2.844
- max |F| (eV Å⁻¹) = 0.99
- SMILES = COc1cc2[nH]c(=[N+]3CCN(c4cc(C)ccc4C)CC3)nc(N)c2cc1OC
- net charge = +1
- HOMO (eV) = -10.432
- E (Ha) = -1279.21524
- HOMO-LUMO gap (eV) = 7.59

=====

[2]
# C4H5NO

The molecule C4H5NO in a non-equilibrium geometry (wB97M-V/def2-TZVPD, the OMol25 dataset).

Cartesian coordinates (Å):
C (-1.32, 0.38, -0.14)
C (-0.27, -0.53, -0.63)
O (1.02, 0.04, -1.15)
C (1.62, 0.46, -0.02)
N (1.03, 0.30, 1.10)
C (-0.17, -0.47, 0.82)
H (-1.13, 1.39, 0.17)
H (-2.36, 0.22, -0.52)
H (-0.64, -1.44, -1.10)
H (2.62, 0.88, -0.10)
H (-0.40, -1.21, 1.58)

- LUMO level (eV) = 1.025
- max |F| (eV Å⁻¹) = 1.50
- SMILES = C1=N[C@H]2C[C@H]2O1
- HOMO (eV) = -9.009
- E (Ha) = -285.32404
- HOMO-LUMO gap (eV) = 10.03

=====

[3]
# C20H26ClN9O3RuS2

A structure of composition C20H26ClN9O3RuS2 in a non-equilibrium geometry (wB97M-V/def2-TZVPD, the OMol25 dataset).

Cartesian coordinates (Å):
Ru (0.52, 1.29, -0.54)
C (4.21, -0.42, 2.97)
C (3.16, -1.46, 3.37)
N (2.40, -1.93, 2.24)
C (1.22, -1.36, 1.86)
S (0.20, -0.62, 2.98)
N (0.86, -1.67, 0.64)
N (0.03, -1.02, -0.10)
C (-0.60, -1.59, -1.10)
C (-0.43, -3.05, -1.43)
C (-1.51, -0.76, -1.83)
C (-2.22, -1.20, -2.96)
C (-3.20, -0.39, -3.49)
C (-3.45, 0.84, -2.91)
C (-2.66, 1.24, -1.84)
N (-1.71, 0.48, -1.33)
H (4.75, -0.07, 3.84)
H (3.72, 0.43, 2.50)
H (4.92, -0.85, 2.27)
H (2.46, -1.03, 4.09)
H (3.65, -2.33, 3.84)
H (2.94, -2.21, 1.42)
H (0.13, -3.53, -0.63)
H (0.14, -3.14, -2.36)
H (-1.40, -3.53, -1.55)
H (-1.98, -2.16, -3.40)
H (-3.77, -0.72, -4.35)
H (-4.24, 1.48, -3.27)
H (-2.80, 2.20, -1.36)
C (6.00, -1.34, -0.76)
N (5.13, -0.21, -0.56)
C (5.59, 1.06, -0.56)
C (4.75, 2.11, -0.44)
C (3.33, 1.84, -0.37)
O (2.49, 2.75, -0.37)
N (2.91, 0.55, -0.33)
C (3.74, -0.48, -0.42)
O (3.43, -1.66, -0.36)
H (7.04, -1.05, -0.59)
H (5.89, -1.73, -1.78)
H (5.71, -2.13, -0.08)
H (6.67, 1.19, -0.67)
H (5.09, 3.13, -0.43)
C (0.73, -1.63, -5.65)
N (0.49, -0.22, -5.55)
C (-0.36, 0.47, -6.49)
C (-0.52, 1.87, -5.85)
N (0.20, 1.75, -4.61)
C (0.68, 0.52, -4.42)
S (1.48, -0.05, -3.08)
H (1.36, -1.86, -6.51)
H (-0.21, -2.18, -5.74)
H (1.24, -1.94, -4.74)
H (-1.33, -0.04, -6.58)
H (0.11, 0.51, -7.47)
H (-1.57, 2.13, -5.67)
H (-0.07, 2.66, -6.47)
H (0.09, 2.41, -3.81)
O (1.52, 2.81, 2.99)
C (0.80, 2.38, 2.16)
N (-0.02, 1.97, 1.41)
Cl (-0.16, 3.15, -2.05)

- LUMO level (spin up / spin down) (eV) = 1.605 / 1.985
- max |F| (eV Å⁻¹) = 2.96
- 2S+1 = 2
- net charge = -1
- HOMO (spin up / spin down) (eV) = -3.830 / -3.845
- E (Ha) = -2847.77653
- HOMO-LUMO gap (spin up / spin down) (eV) = 5.44 / 5.83

=====

[4]
# C4H4O2

The molecule C4H4O2 (wB97M-V/def2-TZVPD, the OMol25 dataset).

Cartesian coordinates (Å):
O (1.49, -1.64, -1.84)
C (0.99, -0.91, -1.02)
O (0.21, -1.40, -0.04)
C (-0.41, -0.52, 0.91)
C (-0.60, 0.86, 0.44)
C (-0.72, 1.97, 0.00)
H (1.10, 0.18, -1.03)
H (-1.38, -0.97, 1.12)
H (0.17, -0.52, 1.84)
H (-0.83, 2.96, -0.39)

- LUMO level (eV) = 0.791
- max |F| (eV Å⁻¹) = 0.50
- SMILES = C#CCOC=O
- HOMO (eV) = -10.392
- E (Ha) = -305.21493
- HOMO-LUMO gap (eV) = 11.18

=====

[5]
# C5H10N2

The molecule C5H10N2 in a non-equilibrium geometry (wB97M-V/def2-TZVPD, the OMol25 dataset).

Cartesian coordinates (Å):
C (-1.49, 0.80, -0.10)
C (-0.24, 0.97, 0.79)
C (0.73, -0.15, 0.53)
C (1.94, 0.10, 0.00)
C (0.36, -2.44, 0.47)
N (0.36, -1.37, 1.17)
N (-1.24, 1.04, -1.53)
H (-2.24, 1.54, 0.20)
H (-1.93, -0.20, 0.00)
H (0.12, 1.94, 0.44)
H (-0.52, 1.02, 1.84)
H (2.30, 1.11, -0.13)
H (2.47, -0.74, -0.45)
H (1.21, -2.75, -0.15)
H (-0.52, -3.05, 0.28)
H (-0.63, 0.28, -1.82)
H (-0.70, 1.90, -1.54)

- LUMO level (eV) = 0.012
- max |F| (eV Å⁻¹) = 3.76
- SMILES = C=NC(=C)CCN
- HOMO (eV) = -8.723
- E (Ha) = -305.90888
- HOMO-LUMO gap (eV) = 8.73